{"formula": "C6H12", "method": "ωB97M-V/def2-TZVPD", "elements": ["C", "C", "C", "H", "H", "H", "H", "C", "C", "H", "H", "H", "H", "C", "H", "H", "H", "H"], "positions_angstrom": [[-0.47307, -1.84597, -0.74745], [-1.56979, -1.17938, -0.60529], [-0.96939, -1.70947, 0.66250], [0.31718, -2.21196, -1.38342], [-2.35924, -0.58079, -1.03124], [-0.46386, -1.01486, 1.34136], [-1.42525, -2.56315, 1.17244], [2.16515, 0.86221, 0.64084], [2.28806, -0.34252, 0.09479], [2.27961, 1.77301, 0.05720], [1.93696, 0.99097, 1.69561], [2.16042, -1.25325, 0.67609], [2.51138, -0.46490, -0.96196], [-1.29240, 1.93287, 0.47767], [-0.42532, 1.32818, 0.19796], [-2.00869, 1.30738, 1.01721], [-1.76324, 2.33664, -0.42265], [-0.97075, 2.75667, 1.12033]], "total_charge": 0, "orbital_gap_ha": 0.3900}

---

{"formula": "C6H8N", "method": "ωB97M-V/def2-TZVPD", "elements": ["C", "C", "C", "C", "C", "C", "N", "H", "H", "H", "H", "H", "H", "H", "H"], "positions_angstrom": [[-2.60105, -0.07260, 0.25139], [-3.61319, 0.34278, 0.88104], [-1.71652, -1.08306, -0.31702], [-0.40838, 1.18341, -0.67879], [0.33574, 0.75268, 0.47659], [1.45268, -0.09321, 0.51490], [-1.54314, 0.30172, -0.66839], [-0.92599, -1.43267, 0.36380], [-1.99654, -1.78802, -1.15729], [-0.68880, 2.33353, -0.53995], [0.12201, 1.17673, -1.60793], [-0.22374, 0.76327, 1.39179], [1.97374, 0.14401, 1.46279], [2.03999, -0.15952, -0.37888], [0.83708, -1.05682, 0.67260]], "total_charge": 1, "orbital_gap_ha": 0.2694}

---

DFT total energy values, unit eV, following the record order: -6412.7656 -7825.7903.
ΔE to the lowest compared entry with this formula, charge and spin values, unit eV, following the record order: 4.175 9.898.
Highest occupied orbital energy values, unit eV, following the record order: -9.411 -14.130.